One molecule with the formula C23H34N2O3. Source: the OMol25 dataset; level of theory: ωB97M-V/def2-TZVPD.

Positions of all 62 atoms, in Å:
1 C 2.590 -4.256 -5.070
2 C 1.403 -3.318 -5.265
3 C 0.822 -2.759 -3.959
4 C -0.428 -3.533 -3.555
5 C 1.778 -2.544 -2.756
6 C 1.096 -1.194 -2.470
7 C 2.005 -0.026 -2.175
8 O 3.157 0.038 -2.579
9 N 1.445 0.987 -1.485
10 C 0.133 1.232 -0.889
11 C 0.728 2.553 -0.310
12 C 0.816 2.628 1.202
13 C -0.582 3.166 1.558
14 C -1.565 2.024 1.819
15 O -2.453 1.716 1.031
16 N -1.398 1.360 2.972
17 C -0.517 1.521 4.087
18 C -1.496 1.914 5.213
19 C -2.824 1.757 5.078
20 C -3.487 0.946 3.942
21 C -2.256 0.243 3.383
22 C -1.729 -0.939 2.593
23 C -0.187 -0.833 2.949
24 C 0.206 0.110 4.153
25 C -0.960 3.971 0.301
26 O 0.067 3.738 -0.672
27 C 2.012 2.276 -1.111
28 C 0.531 -1.234 -3.914
29 H 2.903 -4.689 -6.021
30 H 3.448 -3.732 -4.648
31 H 2.341 -5.081 -4.398
32 H 1.726 -2.485 -5.897
33 H 0.614 -3.832 -5.820
34 H -0.845 -3.165 -2.614
35 H -1.197 -3.440 -4.325
36 H -0.205 -4.595 -3.426
37 H 1.759 -3.295 -1.965
38 H 2.806 -2.362 -3.066
39 H 0.302 -1.269 -1.727
40 H -0.666 1.408 -1.611
41 H -0.189 0.485 -0.161
42 H 1.054 1.670 1.665
43 H 1.589 3.348 1.477
44 H -0.551 3.803 2.443
45 H 0.209 2.321 3.939
46 H -1.100 2.399 6.098
47 H -3.473 2.141 5.857
48 H -4.222 0.269 4.384
49 H -3.996 1.573 3.209
50 H -1.860 -0.075 4.341
51 H -2.147 -1.883 2.947
52 H -1.891 -0.866 1.519
53 H 0.218 -1.824 3.160
54 H 0.347 -0.476 2.067
55 H 1.288 0.247 4.125
56 H -0.011 -0.376 5.106
57 H -1.923 3.629 -0.078
58 H -0.999 5.044 0.485
59 H 2.934 2.209 -0.532
60 H 2.152 2.954 -1.955
61 H 1.181 -0.680 -4.593
62 H -0.503 -0.918 -4.056

Summary:
Highest occupied orbital energy (eV): -9.1
ΔE to the lowest compared entry with this formula, charge and spin (kcal per mole): 96.6
Kohn-Sham gap (eV): 9.66
LUMO (eV): 0.60
Calculated total energy (Ha): -1231.947982

=====

A 13-piece molecular cluster, C38H90O33P4S5 overall in a non-equilibrium geometry. Source: the OMol25 dataset; level of theory: ωB97M-V/def2-TZVPD.

Positions of all 170 atoms, in Å:
1 C 6.239 0.008 0.535
2 C 5.519 -0.704 -0.641
3 C 4.140 -1.342 -0.281
4 O 3.389 -0.923 -1.501
5 C 3.973 0.042 -2.129
6 O 3.518 0.680 -3.062
7 O 5.187 0.269 -1.626
8 H 5.777 0.897 0.988
9 H 7.234 0.292 0.229
10 H 6.394 -0.841 1.220
11 H 6.090 -1.463 -1.141
12 H 3.609 -0.947 0.578
13 H 4.086 -2.406 -0.356
14 C 0.218 -1.705 -0.661
15 C 0.400 -0.338 -0.160
16 C 1.041 0.619 -1.089
17 O 0.042 1.666 -1.175
18 C -1.038 1.504 -0.431
19 O -1.994 2.209 -0.325
20 O -0.859 0.325 0.207
21 H -0.279 -2.274 0.116
22 H 1.209 -2.094 -0.770
23 H -0.285 -1.817 -1.606
24 H 0.847 -0.405 0.845
25 H 1.173 0.187 -2.078
26 H 1.936 1.128 -0.747
27 C -3.480 -1.329 -1.505
28 C -3.050 -2.724 -1.313
29 C -3.188 -3.225 0.098
30 O -3.379 -4.622 -0.042
31 C -3.904 -4.791 -1.307
32 O -4.292 -5.831 -1.771
33 O -3.879 -3.669 -2.023
34 H -2.961 -0.718 -0.746
35 H -4.530 -1.174 -1.288
36 H -3.321 -0.879 -2.516
37 H -2.030 -2.844 -1.663
38 H -4.144 -2.806 0.421
39 H -2.397 -3.066 0.838
40 C 3.777 2.390 5.508
41 C 3.823 2.111 4.024
42 C 3.756 0.660 3.755
43 O 3.027 0.597 2.541
44 C 2.262 1.707 2.487
45 O 1.424 1.936 1.625
46 O 2.534 2.532 3.490
47 H 3.699 3.467 5.698
48 H 4.659 2.082 6.032
49 H 2.918 1.958 6.018
50 H 4.626 2.634 3.550
51 H 3.232 0.142 4.568
52 H 4.713 0.182 3.618
53 C -0.785 -4.875 1.944
54 O 0.273 -5.515 2.650
55 P 0.548 -7.011 2.437
56 O 0.713 -7.515 1.073
57 O 1.830 -7.274 3.329
58 C 1.807 -7.244 4.796
59 O -0.665 -7.644 3.271
60 C -1.032 -9.012 2.989
61 H -1.179 -4.125 2.612
62 H -1.551 -5.574 1.662
63 H -0.316 -4.413 1.077
64 H 2.458 -8.022 5.166
65 H 0.796 -7.363 5.210
66 H 2.240 -6.293 5.103
67 H -1.382 -9.151 1.952
68 H -1.811 -9.302 3.668
69 H -0.182 -9.684 3.135
70 C 3.851 -5.588 0.990
71 O 4.329 -4.194 1.191
72 P 3.889 -3.414 2.476
73 O 4.674 -2.187 2.618
74 O 2.305 -3.353 2.327
75 C 1.601 -2.645 3.351
76 O 3.975 -4.415 3.716
77 C 5.273 -4.645 4.342
78 H 2.790 -5.532 0.750
79 H 4.009 -6.146 1.916
80 H 4.439 -6.078 0.221
81 H 1.557 -1.608 3.070
82 H 2.119 -2.749 4.311
83 H 0.589 -3.037 3.406
84 H 5.111 -4.720 5.433
85 H 5.930 -3.816 4.050
86 H 5.684 -5.570 3.933
87 C 0.852 4.057 -3.114
88 O 1.818 4.980 -3.567
89 P 2.811 5.718 -2.565
90 O 2.565 5.519 -1.116
91 O 4.270 5.266 -3.062
92 C 4.669 3.950 -2.683
93 O 2.680 7.243 -2.992
94 C 2.696 7.639 -4.390
95 H 1.100 3.057 -3.477
96 H -0.112 4.384 -3.516
97 H 0.833 4.023 -1.983
98 H 5.244 3.482 -3.494
99 H 3.823 3.317 -2.385
100 H 5.312 4.116 -1.793
101 H 3.499 8.324 -4.665
102 H 1.750 8.158 -4.502
103 H 2.769 6.774 -5.066
104 C -3.414 2.565 -7.405
105 O -4.326 2.462 -6.288
106 P -4.145 3.541 -5.120
107 O -3.990 4.951 -5.528
108 O -5.525 3.207 -4.363
109 C -6.725 3.529 -5.177
110 O -3.034 3.028 -4.044
111 C -3.206 1.710 -3.415
112 H -3.054 3.572 -7.510
113 H -3.947 2.280 -8.322
114 H -2.590 1.877 -7.204
115 H -6.862 2.788 -5.982
116 H -6.557 4.547 -5.563
117 H -7.551 3.442 -4.483
118 H -3.216 0.970 -4.203
119 H -4.172 1.604 -2.904
120 H -2.341 1.502 -2.773
121 C -6.598 3.217 -1.043
122 S -6.790 1.461 -0.518
123 O -6.160 0.642 -1.568
124 C -5.603 1.606 0.818
125 H -7.137 3.433 -1.953
126 H -5.545 3.222 -1.253
127 H -6.929 3.852 -0.222
128 H -5.457 0.673 1.337
129 H -5.940 2.398 1.520
130 H -4.655 1.686 0.295
131 C 0.309 -7.157 -2.305
132 S -0.752 -5.674 -2.206
133 O 0.005 -4.639 -1.467
134 C -0.733 -5.132 -3.937
135 H 1.281 -6.828 -2.664
136 H -0.247 -7.798 -2.990
137 H 0.306 -7.656 -1.359
138 H -0.838 -5.913 -4.691
139 H 0.205 -4.612 -4.036
140 H -1.487 -4.361 -4.030
141 C -2.746 0.510 3.010
142 S -1.958 -0.698 4.092
143 O -1.445 -1.795 3.186
144 C -0.511 0.291 4.491
145 H -2.026 0.959 2.318
146 H -3.300 1.291 3.553
147 H -3.429 -0.091 2.399
148 H -0.133 0.687 3.550
149 H 0.282 -0.398 4.812
150 H -0.814 1.058 5.219
151 C -3.448 5.444 -1.680
152 S -1.987 6.332 -2.169
153 O -2.364 7.769 -2.091
154 C -1.117 6.000 -0.631
155 H -3.820 5.794 -0.717
156 H -3.171 4.398 -1.613
157 H -4.199 5.498 -2.448
158 H -0.981 4.956 -0.511
159 H -1.754 6.523 0.095
160 H -0.155 6.485 -0.630
161 C -0.988 4.080 2.962
162 S -0.837 5.863 2.923
163 O -0.740 6.307 4.353
164 C 0.764 5.994 2.173
165 H -0.132 3.731 3.547
166 H -0.853 3.683 1.942
167 H -1.912 3.751 3.409
168 H 1.427 5.554 2.912
169 H 1.042 7.023 2.012
170 H 0.789 5.427 1.241

Summary:
Highest occupied orbital energy (eV): -8.1
Kohn-Sham gap (eV): 8.15
LUMO (eV): 0.03
Calculated total energy (Ha): -7341.464712

=====

C2F6InNO4S2 as an isolated structure in a non-equilibrium geometry. Source: the OMol25 dataset; level of theory: ωB97M-V/def2-TZVPD.

Positions of all 16 atoms, in Å:
1 C -2.396 -0.956 -0.251
2 F -3.045 -1.662 -1.206
3 F -1.555 -0.383 -1.161
4 F -2.870 -1.726 0.730
5 In -0.742 0.131 2.258
6 N -2.166 2.136 -0.104
7 S -3.074 1.044 0.541
8 O -2.653 0.637 1.906
9 O -4.474 1.197 0.270
10 S -0.773 2.700 0.489
11 O -0.165 1.781 1.496
12 O -0.862 4.095 0.839
13 C 0.388 2.559 -0.977
14 F 0.091 1.486 -1.669
15 F 0.256 3.637 -1.713
16 F 1.608 2.467 -0.499

Summary:
Highest occupied orbital energy (spin up / spin down) (eV): -20.7 / -20.0
ΔE to the lowest compared entry with this formula, charge and spin (kcal per mole): 7.9
Total charge: +2
Kohn-Sham gap (spin up / spin down) (eV): 7.60 / 5.77
LUMO (spin up / spin down) (eV): -13.07 / -14.22
Calculated total energy (Ha): -2016.554057